Density functional theory data (wB97M-V/def2-TZVPD) for a molecular structure, BrClFHSi in a non-equilibrium geometry.

The geometry in XYZ format:
```
5
Properties=species:S:1:pos:R:3:lowdin_charge:R:1
F -1.42369 -1.45984 0.57151 -0.2627
Si -1.12065 -0.14045 -0.29207 0.2341
Cl 0.82433 -0.06578 -0.67034 0.2203
Br 3.53817 0.78827 0.19769 -0.0674
H -1.81816 0.87780 0.19321 -0.1244
```

## Properties
Frontier orbital gap (spin up / spin down), eV: 5.00 / 9.54
E_HOMO (spin up / spin down), eV: -8.23 / -10.71
LUMO energy (spin up / spin down), eV: -3.235 / -1.164
Maximum force, eV/Å: 4.293
DFT total energy, Eh: -3424.154106

Density functional theory data (wB97M-V/def2-TZVPD) for C4H8N2 in the gas phase in a non-equilibrium geometry.

The geometry in XYZ format:
```
14
Properties=species:S:1:pos:R:3:lowdin_charge:R:1
C -0.26155 1.29166 0.56413 -0.0405
N -0.36356 0.01946 -0.13295 -0.2243
C -1.55207 -0.79434 0.09471 -0.0402
C 0.68088 -0.47361 -0.75370 -0.0945
C 2.10744 -0.16799 -0.43969 -0.3700
N 2.54206 0.72517 0.31982 0.0542
H -1.06835 1.37314 1.29555 0.0882
H -0.32380 2.11725 -0.14997 0.1000
H 0.75598 1.34039 1.00373 0.0585
H -1.51747 -1.18944 1.11717 0.0989
H -1.56258 -1.63247 -0.60498 0.0869
H -2.45994 -0.20095 -0.02994 0.0909
H 0.49399 -1.41153 -1.28048 0.1040
H 2.68175 -1.03924 -0.83398 0.0878
```

## Properties
Frontier orbital gap (spin up / spin down), eV: 8.04 / 6.60
E_HOMO (spin up / spin down), eV: -7.81 / -6.57
LUMO energy (spin up / spin down), eV: 0.228 / 0.032
Maximum force, eV/Å: 1.043
DFT total energy, Eh: -266.591953